{
  "formula": "C40H60FGeN3O3PtS2Si4",
  "method": "ωB97M-V with the def2-TZVPD basis set",
  "elements": ["Pt", "Ge", "S", "S", "Si", "Si", "Si", "Si", "F", "O", "O", "O", "N", "N", "N", "C", "C", "C", "C", "C", "C", "C", "C", "C", "C", "C", "C", "C", "C", "C", "C", "C", "C", "C", "C", "C", "C", "C", "C", "C", "C", "C", "C", "C", "C", "C", "C", "C", "C", "C", "C", "C", "C", "C", "C", "H", "H", "H", "H", "H", "H", "H", "H", "H", "H", "H", "H", "H", "H", "H", "H", "H", "H", "H", "H", "H", "H", "H", "H", "H", "H", "H", "H", "H", "H", "H", "H", "H", "H", "H", "H", "H", "H", "H", "H", "H", "H", "H", "H", "H", "H", "H", "H", "H", "H", "H", "H", "H", "H", "H", "H", "H", "H", "H", "H"],
  "coordinates": [[0.431433, 0.611286, 0.707154], [0.203014, -2.213101, 0.118972], [2.551707, -0.016137, 0.858357], [0.247889, 0.247572, 3.055565], [-0.719556, -3.499488, -1.772307], [2.951895, -3.141811, -0.535225], [0.144540, -3.578262, 2.125812], [1.044226, 2.759543, -0.002511], [-2.997700, 6.230093, 0.369357], [-1.597232, 1.531364, 0.926778], [-1.547439, -1.190576, -0.002377], [-3.503935, -2.064908, 0.712742], [-7.220514, 7.772664, -1.766956], [-5.735964, 6.192621, -0.557847], [-5.420772, 1.366157, -0.484481], [5.600672, 2.779134, -1.056073], [3.318090, -1.874451, -1.873654], [2.276130, 0.825350, 4.803172], [-4.709489, 0.243755, -0.226980], [2.926070, 0.410199, 2.520344], [-0.373761, -5.336283, -1.702822], [-3.406859, 0.212171, 0.151666], [1.920696, 0.526987, 3.482381], [-2.715446, 1.435725, 0.403062], [4.205351, -3.052089, 0.842259], [0.988430, -5.160476, 1.580283], [3.601492, 0.992151, 5.154647], [3.816213, 3.378703, 0.441923], [-5.079758, 7.502841, -0.599982], [4.667128, 2.259961, -1.947147], [-2.558437, -3.299316, -2.004503], [-7.383551, 0.202411, -1.603884], [-8.008311, 7.047953, -0.715510], [-6.106623, 8.534661, -1.112704], [3.090681, -4.824706, -1.338566], [-3.612958, 5.052907, 0.128796], [-3.488330, 2.660615, 0.117618], [0.687368, 3.888977, 1.443852], [-1.644059, -3.926119, 2.509700], [-7.424505, 1.638170, -2.040440], [5.173183, 3.336066, 0.137980], [-6.845979, 1.266234, -0.706161], [-6.999359, 6.295616, 0.174204], [0.098691, 3.306104, -1.526637], [-5.530711, 3.792066, -0.512007], [-4.822885, 2.602382, -0.297368], [1.089231, -3.025376, 3.632014], [-4.951678, 5.028029, -0.298598], [-2.788383, -1.155020, 0.340530], [4.602858, 0.874564, 4.188348], [0.149109, -2.769092, -3.272324], [-2.899838, 3.906275, 0.320577], [3.319284, 2.301580, -1.635722], [2.863186, 2.863737, -0.437052], [4.265871, 0.589660, 2.880567], [-6.551594, 3.746179, -0.863482], [-6.680230, -0.442400, -2.112951], [0.520737, 4.912891, 1.091913], [-2.912139, -4.054811, -2.712649], [5.641014, 1.007503, 4.463958], [-6.732327, 1.927569, -2.820405], [4.148097, -4.970989, -1.586825], [-6.548045, 9.114183, -0.305163], [-0.426765, -2.938836, -4.187855], [1.334480, -3.914340, 4.222484], [4.394411, -1.665952, -1.893475], [0.672637, -5.569246, -1.523127], [6.656167, 2.749377, -1.295869], [0.582017, 2.946312, -2.435609], [-1.872696, 3.965712, 0.658773], [0.285693, -1.691690, -3.153373], [-4.233845, 7.447491, -1.279574], [4.415482, -2.019572, 1.120503], [1.492227, 0.918382, 5.544822], [-7.383810, 5.306885, 0.398079], [1.519569, 3.901399, 2.148947], [3.862738, 1.210338, 6.182285], [-5.665099, 9.216832, -1.834023], [3.022610, -2.249964, -2.854007], [-6.858372, 6.819564, 1.126608], [-6.780155, 7.052998, -2.347024], [-0.654609, -5.778860, -2.664787], [-2.247028, -3.021044, 2.490995], [-0.935138, 2.952181, -1.534473], [-8.697351, 6.375616, -1.222059], [3.510445, 3.810847, 1.387408], [3.891187, -3.579745, 1.745628], [0.889762, -5.897652, 2.384444], [-8.577496, 7.783846, -0.152510], [2.808343, -0.927453, -1.701636], [-5.245777, -0.689341, -0.337406], [-8.373268, 2.158474, -2.058962], [2.055624, -5.007983, 1.408117], [0.514113, -2.343308, 4.257295], [-0.189991, 3.555737, 2.002137], [-7.815291, 8.365543, -2.342278], [-7.436727, 1.509940, 0.169872], [4.995057, 1.814987, -2.878697], [5.894772, 3.734302, 0.840938], [1.134770, -3.217257, -3.414585], [-2.798692, -2.309660, -2.404443], [2.786224, -5.646096, -0.688316], [-3.100774, -3.417607, -1.067465], [2.516791, -4.889791, -2.263530], [0.084821, 4.401371, -1.560471], [-0.973186, -5.820664, -0.928287], [-4.711403, 7.831420, 0.373296], [5.030283, 0.508987, 2.115668], [0.553931, -5.591642, 0.680978], [-8.298960, -0.283372, -1.300461], [-1.740563, -4.386611, 3.498451], [2.024351, -2.522635, 3.369277], [-2.068775, -4.608815, 1.769518], [5.133052, -3.511649, 0.485435], [2.607097, 1.868753, -2.332471]],
  "atomic_forces_ev_per_a": [[-0.330, 0.205, 0.973], [0.013, -2.290, -0.409], [0.171, 0.138, 0.080], [-0.038, 0.451, -0.111], [0.406, 0.380, 0.190], [-0.381, 1.050, -0.421], [-0.298, 0.229, -0.202], [0.484, -0.221, -0.183], [-0.002, 0.075, 0.029], [0.352, 0.307, -0.518], [0.393, 0.648, 0.193], [0.094, -0.010, 0.056], [0.063, 0.019, 0.191], [-0.010, 0.113, 0.227], [-0.119, 0.018, 0.080], [-0.012, -0.019, -0.021], [0.255, 0.081, -0.017], [-0.009, -0.012, -0.018], [-0.009, -0.071, -0.065], [0.133, 0.002, -0.092], [-0.062, -0.190, -0.029], [0.046, -0.064, -0.202], [-0.025, -0.168, 0.080], [-0.425, -0.053, 0.103], [-0.088, 0.043, 0.354], [0.089, -0.113, -0.126], [0.019, -0.030, -0.044], [0.010, 0.005, -0.049], [-0.077, -0.112, -0.111], [0.015, -0.003, 0.008], [-0.228, 0.059, -0.014], [0.027, -0.043, -0.079], [-0.019, -0.113, 0.073], [0.121, -0.052, 0.015], [-0.222, -0.257, 0.050], [-0.147, -0.026, -0.075], [0.052, -0.206, 0.162], [-0.205, 0.018, 0.183], [-0.079, -0.161, 0.262], [-0.007, 0.008, -0.109], [-0.043, 0.014, 0.025], [-0.020, 0.110, 0.002], [0.106, 0.052, -0.055], [-0.316, -0.026, -0.038], [-0.059, -0.107, -0.005], [-0.068, 0.053, -0.059], [0.121, 0.206, 0.111], [0.150, 0.044, -0.077], [-0.054, 0.042, 0.101], [-0.052, -0.034, 0.077], [-0.056, -0.068, -0.219], [0.125, 0.036, 0.049], [-0.039, 0.113, 0.003], [0.131, 0.030, -0.063], [-0.013, -0.027, -0.039], [0.025, -0.026, -0.028], [0.011, 0.027, 0.022], [0.061, -0.016, 0.023], [0.007, 0.051, -0.033], [-0.005, 0.014, -0.017], [0.034, -0.015, 0.040], [-0.014, 0.068, 0.013], [-0.059, 0.009, -0.024], [0.031, -0.021, 0.023], [-0.005, 0.030, -0.014], [-0.029, -0.012, -0.051], [-0.064, -0.052, 0.001], [-0.007, -0.015, 0.008], [-0.014, -0.007, 0.020], [-0.044, -0.032, 0.006], [0.004, -0.005, -0.032], [0.023, 0.010, -0.008], [0.007, -0.045, -0.020], [0.018, 0.004, 0.007], [-0.006, -0.007, 0.039], [-0.023, -0.031, -0.005], [-0.009, 0.024, -0.018], [-0.037, 0.000, -0.037], [0.032, 0.001, 0.019], [-0.013, 0.017, 0.010], [-0.058, 0.013, -0.106], [0.004, 0.008, 0.029], [-0.010, 0.003, 0.046], [0.032, 0.019, -0.020], [0.023, 0.003, -0.051], [0.016, -0.017, -0.004], [0.052, -0.017, -0.034], [0.001, 0.062, 0.002], [-0.019, 0.047, -0.062], [0.020, -0.019, -0.015], [0.015, -0.002, 0.055], [-0.004, -0.042, 0.032], [-0.014, -0.077, 0.071], [0.003, -0.005, 0.000], [0.028, 0.018, -0.020], [-0.005, 0.022, -0.008], [0.041, -0.001, 0.037], [-0.004, 0.009, 0.008], [-0.009, 0.008, -0.014], [-0.022, 0.041, -0.007], [0.010, -0.031, -0.009], [0.060, -0.003, -0.038], [-0.005, -0.083, -0.032], [0.069, 0.028, 0.007], [0.038, -0.040, -0.030], [-0.001, 0.001, -0.034], [-0.006, 0.018, 0.027], [-0.003, 0.026, 0.013], [0.014, -0.019, 0.013], [-0.004, 0.018, 0.008], [-0.015, -0.030, -0.041], [-0.013, -0.016, 0.009], [-0.011, 0.042, 0.001], [-0.035, -0.016, -0.013], [0.031, -0.009, 0.009]],
  "lowdin_spin": [0.275, -0.104, 0.060, 0.278, -0.033, 0.254, -0.024, 0.055, 0.000, 0.011, -0.001, -0.001, 0.000, 0.000, 0.000, 0.002, 0.038, 0.014, 0.001, 0.013, -0.015, 0.002, 0.023, 0.001, 0.042, 0.000, -0.001, 0.001, 0.000, 0.000, -0.004, 0.000, 0.000, 0.000, 0.049, 0.000, 0.000, -0.007, -0.010, 0.000, 0.000, 0.000, 0.000, 0.023, 0.000, 0.000, 0.003, 0.000, 0.001, 0.011, 0.001, 0.000, 0.003, 0.010, -0.002, 0.000, 0.000, -0.001, -0.001, 0.001, 0.000, 0.009, 0.000, 0.000, 0.000, 0.006, 0.000, 0.000, 0.000, 0.000, 0.000, 0.000, 0.000, 0.003, 0.000, 0.000, 0.000, 0.000, 0.000, 0.000, 0.000, -0.003, 0.000, 0.001, 0.000, 0.000, 0.001, -0.001, 0.000, 0.001, 0.000, 0.000, 0.004, 0.005, 0.000, 0.000, 0.000, 0.000, 0.000, 0.000, 0.000, 0.000, 0.000, 0.000, 0.003, 0.000, 0.000, 0.001, -0.001, 0.000, -0.002, 0.000, 0.000, 0.007, 0.001],
  "gap_ev": [4.579, 4.503],
  "spin_multiplicity": 2,
  "relative_energy_ev": 3.8103,
  "charge": 1,
  "max_force_ha_per_bohr": 0.04523,
  "s2": 1.121,
  "lumo_energy_ev": [-3.34, -3.34]
}